Computed, not measured: C5H10O in the gas phase, with ωB97M-V with the def2-TZVPD basis set.

```
! wB97M-V def2-TZVPD RIJCOSX def2/J DEFGRID3
* xyz 0 1
C 1.493 -0.338 0.262
C 0.125 0.148 -0.177
C 0.013 1.573 -0.690
C -0.843 -0.818 -0.823
C -1.034 -0.424 0.604
O -0.799 -1.464 1.512
H 1.755 0.090 1.239
H 1.494 -1.425 0.376
H 2.285 -0.064 -0.442
H -1.013 1.780 -1.016
H 0.656 1.712 -1.569
H 0.287 2.331 0.053
H -1.532 -0.417 -1.561
H -0.530 -1.844 -0.993
H -1.853 0.244 0.877
H -0.503 -1.085 2.349
*
```

Properties
**Relative energy (zero: lowest compared OMol25 entry of this formula, charge and spin)**: 1.054 eV
**Maximum force**: 0.0065 Eh/bohr
**Structure (SMILES)**: CC1(C)C[C@H]1O
**Kohn-Sham gap**: 0.37796 Eh
**HOMO level**: -9.38 eV